ORCA calculation (the ωB97M-V functional and the def2-TZVPD basis) on a single C19H21BN2O3S molecule in a non-equilibrium geometry.

Each line ends with the Löwdin charge.
Element x y z (Å)
S1 4.24 -2.69 4.98  1.11
O1 3.69 -6.67 5.09  0.15
O2 -3.66 4.85 -4.82  -0.15
O3 5.41 -5.21 6.16  0.12
N1 -2.40 2.75 -3.42  -0.12
N2 0.35 -0.68 -0.02  0.02
C1 2.28 -2.95 3.25  -0.21
C2 0.96 -1.21 2.27  -0.22
C3 3.65 -4.24 4.61  -0.43
C4 -3.64 4.85 -3.40  -0.19
C5 -1.87 1.58 -2.77  -0.20
C6 -2.36 2.80 -4.88  -0.14
C7 -1.75 0.31 -0.73  -0.03
C8 -0.11 -0.79 1.34  -0.22
C9 2.64 -4.29 3.71  -0.03
C10 0.16 0.39 -2.18  -0.04
C11 2.86 -0.66 3.70  -0.09
C12 -0.42 -0.04 -1.01  -0.26
C13 -3.58 3.42 -2.87  -0.16
C14 -0.57 1.13 -3.07  -0.02
C15 -2.54 4.22 -5.45  -0.16
C16 1.80 -0.25 2.92  -0.01
C17 -2.46 1.15 -1.57  -0.03
C18 1.19 -2.56 2.44  0.03
C19 3.07 -2.01 3.87  -0.47
B1 4.32 -5.45 5.32  -0.65
H1 -2.83 5.46 -2.98  0.13
H2 -4.43 2.81 -3.21  0.13
H3 -3.46 1.43 -1.32  0.09
H4 -3.52 3.38 -1.78  0.12
H5 -0.49 0.19 1.69  0.13
H6 -1.42 2.37 -5.22  0.10
H7 4.12 -7.37 5.61  0.11
H8 1.13 0.02 -2.41  0.10
H9 -2.17 -0.05 0.18  0.09
H10 3.57 0.02 4.17  0.11
H11 -0.08 1.52 -3.93  0.09
H12 1.38 -0.65 -0.05  0.14
H13 -2.72 4.24 -6.52  0.12
H14 0.53 -3.27 1.98  0.12
H15 1.60 0.80 2.72  0.11
H16 -0.94 -1.50 1.38  0.12
H17 2.18 -5.18 3.32  0.12
H18 -3.13 2.12 -5.24  0.12
H19 5.61 -4.26 6.35  0.08
H20 -1.65 4.82 -5.20  0.12
H21 -4.53 5.38 -3.02  0.13

Kohn-Sham gap: 7.41 eV
ΔE to the lowest compared entry with this formula, charge and spin: 9.6 kJ/mol
highest occupied orbital energy: -6.98 eV
structure (SMILES): OB(O)c1cc2cc(CNc3ccc(N4CCOCC4)cc3)ccc2s1
multiplicity: 1